Here is C31H33FNO5SSbSiZr as an isolated structure from the OMol25 dataset. Energies are from ωB97M-V with the def2-TZVPD basis set.

2S+1: 1
E: -73649.545 eV
net charge: +2
LUMO: -5.97 eV

The geometry in XYZ format:
```
75
Properties=species:S:1:pos:R:3:lowdin_charge:R:1
Zr 1.372 1.108 0.525 1.63
O 1.850 -1.303 4.083 0.23
C 1.995 -0.412 3.159 -0.45
O 1.081 -0.086 2.397 -0.12
C 3.349 0.232 3.076 -0.04
O 3.296 1.065 1.935 -0.28
C 4.158 2.229 1.889 -0.02
C 3.379 3.251 1.061 -0.54
O 3.414 4.425 1.241 0.18
O 2.603 2.635 0.153 -0.21
H 0.951 -1.710 4.045 0.14
H 4.122 -0.535 2.983 0.17
H 3.525 0.803 3.993 0.17
H 5.101 1.971 1.407 0.16
H 4.336 2.611 2.892 0.15
C -0.402 4.903 0.813 -0.13
Si -0.924 3.167 1.220 0.43
C 0.065 2.600 2.731 -0.16
C -2.736 2.981 1.608 -0.14
N -0.388 1.999 -0.037 -0.23
C -0.541 2.437 -1.374 -0.31
C -1.521 3.303 -1.862 -0.03
C -1.475 3.743 -3.177 -0.05
C -0.463 3.345 -4.039 -0.05
C 0.517 2.466 -3.595 0.01
C 0.412 2.053 -2.297 -0.20
F 1.350 1.147 -1.764 -0.12
H -0.650 5.534 1.672 0.06
H -0.908 5.325 -0.054 0.04
H 0.675 4.982 0.647 0.04
H -0.103 3.352 3.509 0.07
H 1.166 2.601 2.677 0.02
H -0.279 1.653 3.144 0.03
H -2.980 3.492 2.542 0.05
H -3.014 1.931 1.719 0.03
H -3.368 3.414 0.831 0.04
H -2.325 3.633 -1.217 0.10
H -2.240 4.422 -3.529 0.12
H -0.430 3.715 -5.054 0.12
H 1.325 2.118 -4.225 0.14
S 2.165 -1.237 -0.246 0.18
Sb 0.083 -2.269 -0.597 1.40
C -0.766 -2.387 1.316 -0.36
C -1.647 -1.428 1.810 -0.13
C -2.042 -1.468 3.139 -0.06
C -1.547 -2.455 3.983 -0.06
C -0.665 -3.415 3.493 -0.08
C -0.278 -3.384 2.158 -0.11
C -1.068 -1.175 -1.953 -0.37
C -2.318 -0.646 -1.644 -0.11
C -3.045 0.013 -2.625 -0.05
C -2.533 0.129 -3.909 -0.04
C -1.295 -0.417 -4.223 -0.06
C -0.559 -1.067 -3.247 -0.13
C 0.436 -4.143 -1.414 -0.37
C -0.574 -4.712 -2.185 -0.11
C -0.386 -5.979 -2.714 -0.05
C 0.797 -6.664 -2.471 -0.04
C 1.803 -6.088 -1.705 -0.05
C 1.626 -4.822 -1.170 -0.12
H -2.022 -0.632 1.177 0.08
H -2.743 -0.734 3.516 0.12
H -1.866 -2.493 5.017 0.12
H -0.300 -4.202 4.140 0.13
H 0.396 -4.147 1.784 0.11
H -2.746 -0.756 -0.657 0.09
H -4.019 0.421 -2.388 0.12
H -3.107 0.636 -4.673 0.12
H -0.906 -0.339 -5.229 0.12
H 0.407 -1.491 -3.502 0.12
H -1.496 -4.180 -2.390 0.11
H -1.162 -6.430 -3.317 0.12
H 0.940 -7.653 -2.887 0.12
H 2.726 -6.622 -1.527 0.12
H 2.419 -4.366 -0.587 0.09
```


Here is a single H2N2O2 molecule from the OMol25 dataset. Energies are from ωB97M-V with the def2-TZVPD basis set.

2S+1: 1
E: -7103.867 eV
LUMO: 0.40 eV
SMILES string: N[N+](=O)[O-]

The geometry in XYZ format:
```
6
Properties=species:S:1:pos:R:3:lowdin_charge:R:1
N -0.158 -0.649 -0.310 0.12
N 0.004 0.523 0.351 -0.53
O -0.939 1.263 0.528 0.06
O 1.136 0.693 0.771 0.04
H -0.718 -0.626 -1.273 0.19
H 0.675 -1.204 -0.067 0.12
```


Here is C4H6S2 as an isolated structure from the OMol25 dataset. Energies are from ωB97M-V with the def2-TZVPD basis set.

2S+1: 1
E: -25911.340 eV
LUMO: -0.56 eV

The geometry in XYZ format:
```
12
Properties=species:S:1:pos:R:3:lowdin_charge:R:1
C 0.067 0.369 0.797 -0.82
C 1.135 1.311 0.778 -0.28
C 1.418 1.954 -0.340 0.01
C -0.815 0.573 -0.424 -0.70
H 0.230 -2.284 -0.512 0.06
H -0.416 0.787 1.637 0.10
H 1.575 1.528 1.745 0.11
H 2.523 2.403 -0.531 0.13
H 0.797 1.629 -1.178 0.04
H -1.235 1.562 -0.417 0.07
S 0.519 -1.368 1.052 0.59
S -1.413 -0.561 -1.403 0.70
```


Energy above the lowest of the compared OMol25 structures with the same formula, charge and spin in eV, matching the order above: 0.495, 1.712, 3.952
Strongest force on any atom in eV/Å, matching the order above: 0.5, 3.7, 4.2
HOMO in eV, matching the order above: -13.67, -10.87, -8.93